ORCA calculation (the ωB97M-V functional and the def2-TZVPD basis) on 4 unconnected molecules or ions with the total composition C4H14O3 at a distorted geometry.

Last column: Mulliken charge in e.
CARTESIAN COORDINATES (ANGSTROEM)
C 2.569 1.423 0.477  -0.755
C 2.372 0.876 -0.713  -0.189
C 1.526 1.564 -1.772  -0.514
C 0.126 0.951 -1.814  -1.030
H 2.804 0.867 1.376  0.250
H 2.740 2.489 0.548  0.256
H 2.557 -0.168 -0.942  0.362
H 2.101 1.565 -2.700  0.312
H 1.545 2.616 -1.477  0.326
H 0.064 -0.020 -1.334  0.422
H -0.155 0.818 -2.861  0.305
H -0.539 1.718 -1.423  0.256
O -2.137 1.148 3.604  -0.634
H -1.855 1.763 4.290  0.313
H -3.014 1.475 3.374  0.321
O 0.456 -5.153 0.174  -0.633
H 1.127 -4.558 -0.186  0.314
H -0.125 -5.157 -0.599  0.319
O -3.360 0.017 -0.645  -0.656
H -3.257 -0.318 0.249  0.314
H -2.521 0.381 -0.899  0.342

## Properties
**E**: -10515.9913 eV
**Lowest unoccupied orbital energy**: 0.52 eV
**SMILES string**: C=CCC.O.O.O
**Spin multiplicity**: 1